Formula: C2H2Br2O3
Source: OMol25
Level of theory: the ωB97M-V functional and the def2-TZVPD basis

As for the energy above the lowest of the compared OMol25 structures with the same formula, charge and spin: 4.646 eV. Its HOMO energy (alpha / beta) is -9.3 / -7.6 eV. As for the gap between HOMO and LUMO (alpha / beta): 9.0 / 5.3 eV. The largest force on an atom comes out at 3.48 eV/A. The calculation puts the energy at -148327.2402 eV. As for the spin multiplicity: 1.

Positions of all 9 atoms, in Å:
Br (1.602, -2.051, 2.499)
O (0.775, -0.682, 1.896)
H (-0.597, 1.607, 0.416)
C (0.189, -0.654, -0.708)
H (0.763, -1.370, -0.152)
O (-1.131, -0.327, -0.496)
O (0.627, 0.603, -0.837)
C (-0.702, 0.996, -0.603)
Br (-1.525, 1.878, -2.016)

Forces on the atoms, in the same order (eV/Å):
Br 0.6076 -0.9883 0.5282
O -0.6653 0.8627 -1.1299
H -1.1268 -1.2256 -2.1170
C -0.4909 0.4744 1.1693
H 0.0808 -0.7350 0.2075
O 0.3579 -1.0071 0.1589
O 0.9299 -0.0500 -1.0853
C 0.7465 1.9258 2.8062
Br -0.4397 0.7431 -0.5379



Formula: C2H2Br2O3
Source: OMol25
Level of theory: the ωB97M-V functional and the def2-TZVPD basis

As for the energy above the lowest of the compared OMol25 structures with the same formula, charge and spin: 2.602 eV. Its HOMO energy is -10.5 eV. As for the gap between HOMO and LUMO: 10.2 eV. The largest force on an atom comes out at 5.05 eV/A. The calculation puts the energy at -148329.2842 eV. As for the spin multiplicity: 1.

Positions of all 9 atoms, in Å:
C (-1.051, -0.797, -0.367)
H (-1.024, -1.924, -0.450)
C (0.420, 0.457, 0.337)
H (0.140, 1.577, -0.009)
O (1.587, 0.223, 0.831)
O (-0.480, -0.139, 1.265)
Br (2.946, 0.935, -0.034)
Br (-2.677, -0.057, -0.711)
O (0.139, -0.276, -0.862)

Forces on the atoms, in the same order (eV/Å):
C 3.3136 -1.0244 2.6545
H -0.4291 1.3365 0.5725
C -4.3284 2.4949 -0.7390
H 0.9987 -1.9438 1.3862
O 2.3149 -0.8424 1.7780
O -0.9437 -0.8537 -4.4457
Br 1.3484 0.7720 -0.8472
Br -0.9804 0.6172 -0.3867
O -1.2939 -0.5563 0.0274



Formula: C2H2Br3F
Source: OMol25
Level of theory: the ωB97M-V functional and the def2-TZVPD basis

As for the energy above the lowest of the compared OMol25 structures with the same formula, charge and spin: 2.526 eV. Its HOMO energy (alpha / beta) is -8.4 / -10.5 eV. As for the gap between HOMO and LUMO (alpha / beta): 4.6 / 8.6 eV. The largest force on an atom comes out at 2.52 eV/A. The calculation puts the energy at -214948.1511 eV. As for the spin multiplicity: 1.

Positions of all 8 atoms, in Å:
Br (-0.803, -2.209, 0.405)
H (0.308, 1.279, -0.297)
F (-0.023, -0.654, -1.566)
Br (-2.912, 1.328, 0.012)
C (0.543, 0.374, 0.349)
C (-0.076, -0.745, -0.261)
H (0.252, 0.497, 1.391)
Br (2.710, 0.131, -0.031)

Forces on the atoms, in the same order (eV/Å):
Br -0.4280 -1.5449 0.8009
H 0.7280 -1.0864 1.0560
F -0.1927 -0.7542 -0.8852
Br 0.4276 -0.2831 0.0033
C -0.2108 1.1284 -0.5489
C 0.1394 2.3261 -0.9607
H 0.7953 0.0594 -0.0146
Br -1.2588 0.1548 0.5492



Formula: C2H2Br3N
Source: OMol25
Level of theory: the ωB97M-V functional and the def2-TZVPD basis

As for the energy above the lowest of the compared OMol25 structures with the same formula, charge and spin: 0.913 eV. Its HOMO energy is -10.3 eV. As for the gap between HOMO and LUMO: 10.1 eV. The largest force on an atom comes out at 4.93 eV/A. The calculation puts the energy at -213721.8063 eV. As for the spin multiplicity: 1.

Positions of all 8 atoms, in Å:
N (0.594, 0.671, 0.457)
H (-1.941, 0.611, -0.433)
Br (-3.860, -0.100, -2.104)
Br (-3.881, 1.758, 0.515)
H (0.771, 1.075, 1.359)
Br (-3.085, -1.303, 0.735)
C (-2.918, 0.291, -0.357)
C (0.933, 0.301, -0.555)

Forces on the atoms, in the same order (eV/Å):
N -0.7246 1.7967 4.5327
H 1.9875 0.2686 -0.6482
Br 1.1052 0.4314 1.0404
Br 0.3632 -0.2460 -0.2203
H -0.4108 -0.1033 -0.0555
Br 0.4216 0.3494 -0.1971
C -3.8498 -0.8126 0.0042
C 1.1076 -1.6843 -4.4561



Formula: C2H2Br3NO
Source: OMol25
Level of theory: the ωB97M-V functional and the def2-TZVPD basis

As for the energy above the lowest of the compared OMol25 structures with the same formula, charge and spin: 0.196 eV. Its HOMO energy (alpha / beta) is -10.0 / -8.9 eV. As for the gap between HOMO and LUMO (alpha / beta): 8.1 / 5.6 eV. The largest force on an atom comes out at 2.71 eV/A. The calculation puts the energy at -215768.7745 eV. As for the spin multiplicity: 1.

Positions of all 9 atoms, in Å:
H (1.756, 0.130, 1.037)
H (1.969, 0.422, -0.733)
Br (-2.250, -1.258, -1.082)
C (0.125, -0.095, -0.514)
Br (-1.189, 2.411, 0.826)
N (1.336, 0.133, 0.077)
Br (-0.801, -1.320, 1.892)
C (-0.967, -0.750, 0.151)
O (0.019, 0.327, -1.653)

Forces on the atoms, in the same order (eV/Å):
H -1.3769 -0.3447 -1.4856
H -0.9740 -0.2769 2.1013
Br -0.4359 -0.3355 0.8075
C 1.7450 1.6054 -0.1452
Br -0.1314 -0.2707 0.0164
N 2.6471 0.2622 -0.5078
Br -0.3151 -0.2324 -0.0633
C -0.6265 0.1223 -0.1141
O -0.5324 -0.5297 -0.6092



Formula: C2H2BrClO
Source: OMol25
Level of theory: the ωB97M-V functional and the def2-TZVPD basis

As for the energy above the lowest of the compared OMol25 structures with the same formula, charge and spin: 4.310 eV. Its HOMO energy (alpha / beta) is -8.1 / -9.3 eV. As for the gap between HOMO and LUMO (alpha / beta): 7.0 / 9.6 eV. The largest force on an atom comes out at 3.62 eV/A. The calculation puts the energy at -86714.1578 eV. As for the spin multiplicity: 1.

Positions of all 7 atoms, in Å:
C (0.736, 0.312, 0.894)
O (0.826, 0.772, 1.979)
Br (-2.571, -0.411, 0.476)
C (-1.771, 0.738, -1.020)
Cl (-1.882, 2.395, -0.533)
H (-0.830, 0.344, -1.287)
H (1.286, -0.343, 0.248)

Forces on the atoms, in the same order (eV/Å):
C -1.6225 1.8642 1.1711
O 0.4943 -0.9404 -1.1566
Br 0.6332 0.7743 -1.7313
C -1.8968 0.1229 3.0817
Cl 0.2339 -0.7088 -0.7776
H 0.9230 -0.1788 -0.5438
H 1.2349 -0.9334 -0.0436